DFT (ωB97M-V with the def2-TZVPD basis set) results for a molecular structure, C37H54AsNOPReS4SbSeSi3 in a non-equilibrium geometry.

Output
Gap between HOMO and LUMO (alpha / beta) (eV): 5.278 / 5.449
LUMO level (alpha / beta) (eV): -9.427 / -9.258
Molecular weight (g mol⁻¹): 1234.2
HOMO level (alpha / beta) (Eh): -0.5404 / -0.5405
Charge: +3

Last column: Mulliken charge in e.
Element x y z (Å)
Re1 -0.0547 0.1668 0.8328  0.0334
O1 -1.5932 -0.8120 -1.2584  0.0748
N1 -0.4382 -1.2308 -0.5367  0.6461
C1 0.0321 -2.3752 -0.9465  -0.2034
C2 1.2219 -3.0494 -0.5225  0.9030
C3 1.5181 -4.2598 -1.1818  -1.1525
C4 2.6793 -4.9591 -0.9278  -0.9227
C5 3.6173 -4.4383 -0.0442  -0.8261
C6 3.3575 -3.2408 0.6040  -1.2214
C7 2.1549 -2.5653 0.4236  0.8023
P1 1.9487 -1.0140 1.3472  1.3224
C8 3.4890 -0.1492 0.9177  0.8293
C9 4.4547 0.1928 1.8590  -0.5272
C10 5.6302 0.7960 1.4393  -0.8166
C11 5.8409 1.0660 0.0971  -0.8229
C12 4.8745 0.7314 -0.8401  -0.7148
C13 3.7043 0.1220 -0.4332  -0.6518
C14 2.0789 -1.2207 3.1475  0.8758
C15 2.6322 -2.3111 3.8085  -0.9212
C16 2.7305 -2.2959 5.1905  -0.5788
C17 2.2875 -1.2058 5.9221  -0.8551
C18 1.7190 -0.1215 5.2700  -0.4328
C19 1.6158 -0.1344 3.8938  0.3497
H1 -2.3544 -1.3218 -0.9275  0.2390
H2 -0.5111 -2.8732 -1.7438  0.4554
H3 0.8258 -4.6465 -1.9153  0.5410
H4 2.8766 -5.8920 -1.4364  0.4522
H5 4.5463 -4.9598 0.1305  0.5050
H6 4.1107 -2.8054 1.2448  0.5766
H7 4.2978 -0.0181 2.9070  0.4665
H8 6.3849 1.0501 2.1668  0.4956
H9 6.7601 1.5335 -0.2192  0.4610
H10 5.0448 0.9370 -1.8846  0.5474
H11 2.9374 -0.1543 -1.1461  0.5657
H12 2.9631 -3.1737 3.2530  0.4589
H13 3.1493 -3.1508 5.6971  0.4655
H14 2.3835 -1.1955 6.9970  0.4241
H15 1.3609 0.7217 5.8411  0.4728
H16 1.1812 0.7256 3.3762  -0.9940
S1 0.6704 3.3439 3.1573  -0.0382
As1 -0.0609 3.0051 1.1499  0.3328
S2 1.1837 1.9366 -0.2714  -0.4236
S3 -1.8736 1.9780 0.7953  -0.1395
S4 0.2783 5.0072 1.8710  -0.0291
C20 -2.9550 2.3132 -4.8488  -0.8311
Si1 -3.0588 1.0085 -3.4864  0.3981
C21 -4.2096 1.3803 -2.0168  -0.5348
C22 -2.6492 -0.7335 -4.1334  -0.8541
Sb1 -0.6320 2.2042 -2.2862  0.0640
Si2 -1.0696 4.9517 -1.9871  0.5080
C23 -1.6874 5.6216 -3.6585  -1.1248
C24 0.6776 5.6050 -1.5557  -0.8347
C25 -2.4113 5.1957 -0.6374  -0.8075
Si3 1.4961 1.8714 -4.0449  0.3802
C26 0.6947 2.4470 -5.6750  -1.1202
C27 1.7302 -0.0301 -3.9053  -0.2698
C28 2.9487 2.9447 -3.4104  -0.8858
H17 -3.7485 2.1638 -5.5747  0.4979
H18 -2.0148 2.2577 -5.3842  0.1815
H19 -3.0543 3.3227 -4.4704  0.1392
H20 -5.1924 0.9324 -2.1382  0.4589
H21 -4.3537 2.4573 -1.9334  0.2585
H22 -3.7849 1.0277 -1.0770  -0.1545
H23 -3.4141 -1.0492 -4.8401  0.4898
H24 -2.5885 -1.4895 -3.3580  0.1759
H25 -1.7025 -0.7245 -4.6683  0.2685
H26 -1.2031 5.1592 -4.5106  0.2837
H27 -1.4794 6.6868 -3.7061  0.4347
H28 -2.7602 5.5069 -3.7662  0.3801
H29 1.2698 5.8019 -2.4477  0.3606
H30 1.2399 4.9032 -0.9339  0.1945
H31 0.6008 6.5451 -1.0100  0.4157
H32 -3.2169 4.4640 -0.6790  0.2142
H33 -2.8581 6.1807 -0.7573  0.4372
H34 -1.9848 5.1648 0.3664  0.2461
H35 0.0553 1.6816 -6.1007  0.3560
H36 1.4553 2.6679 -6.4169  0.4629
H37 0.1027 3.3461 -5.5449  0.2478
H38 0.8836 -0.5574 -4.3399  0.3184
H39 1.8033 -0.3327 -2.8622  -0.3491
H40 2.6257 -0.3733 -4.4169  0.4912
H41 2.7977 3.9951 -3.6519  0.3715
H42 3.8906 2.6445 -3.8638  0.4263
H43 3.0617 2.8532 -2.3317  0.2378
C29 -4.6547 -5.0005 5.3417  -1.5407
C30 -3.9236 -4.1392 4.3815  0.5768
C31 -4.5859 -3.1872 3.6069  -1.1439
C32 -3.8969 -2.2716 2.8419  0.5040
C33 -4.6435 -1.3107 1.9728  -1.5901
C34 -2.4829 -2.3108 2.8456  0.4613
Se1 -1.5966 -0.6677 2.4481  0.1163
C35 -1.8053 -3.3765 3.4592  1.0499
C36 -0.3214 -3.5160 3.3580  -1.1081
C37 -2.5414 -4.2550 4.2322  -0.9254
H44 -5.7313 -4.9073 5.2411  0.3730
H45 -4.3819 -4.7078 6.3568  0.3358
H46 -4.3726 -6.0448 5.2285  0.3920
H47 -5.6625 -3.1497 3.6189  0.3863
H48 -5.7085 -1.3566 2.1776  0.4272
H49 -4.4895 -1.5690 0.9241  0.2145
H50 -4.2976 -0.2860 2.1291  0.3415
H51 0.0582 -2.9981 2.4699  -0.3254
H52 -0.0547 -4.5681 3.3022  0.5866
H53 0.1562 -3.1021 4.2454  0.4036
H54 -2.0242 -5.0296 4.7771  0.5074